Entry 1:
Density functional theory data (ωB97M-V/def2-TZVPD) for 2 unconnected molecules or ions with the total composition C6H15NO at a distorted geometry.

Structure (XYZ):
```
23
C6H15NO | the Open Molecules 2025 dataset | ωB97M-V/def2-TZVPD
C -1.6385 -0.4043 -0.6830
C -0.4320 -0.8666 -0.9690
C 0.8137 -0.0583 -1.2025
C 1.2689 -0.2558 -2.6549
C 0.6592 1.4257 -0.8831
H -1.8378 0.6465 -0.5484
H -2.4903 -1.0645 -0.6114
H -0.3018 -1.9329 -1.1271
H 1.5966 -0.4708 -0.5521
H 0.5217 0.1437 -3.3393
H 2.2090 0.2640 -2.8312
H 1.4114 -1.3117 -2.8810
H -0.0861 1.8837 -1.5315
H 0.3625 1.5750 0.1531
H 1.6080 1.9359 -1.0401
N -1.3123 -0.4952 2.6271
C 0.1433 -0.2570 2.6268
O 0.2170 1.1265 2.5029
H -1.6612 -0.4873 1.6697
H -1.5371 -1.4073 3.0097
H 0.6788 -0.7068 1.7763
H 0.5385 -0.6043 3.5976
H -0.7314 1.3218 2.8915
```

Summary:
frontier orbital gap = 10.7 eV
largest force on an atom = 2.819 eV/Å
charge = 0
energy relative to the best compared isomer or geometry (same formula, charge and spin) = 43.7 kcal/mol

Results of the Löwdin charge analysis, in e, for atoms 1 through 4: atom 1 (C): -0.014, atom 2 (C): -0.168, atom 3 (C): -0.444, atom 4 (C): -0.080

Entry 2:
Density functional theory data (ωB97M-V/def2-TZVPD) for 4 unconnected molecules or ions with the total composition C24H27N2O14P at a distorted geometry.

Structure (XYZ):
```
68
C24H27N2O14P | the Open Molecules 2025 dataset | ωB97M-V/def2-TZVPD
C 0.5420 0.9733 -1.7823
C -0.3094 0.1482 -0.7575
C -1.7889 -0.1016 -1.1814
C -1.8289 -1.0032 -2.4814
P -2.8299 1.4401 -1.3000
C -4.4549 0.9897 -2.1450
C -5.3446 0.3537 -1.0293
N -6.4773 -0.4355 -1.5643
O -2.0604 2.6103 -2.3531
N -2.7415 3.8288 -2.3645
O -3.2578 4.0796 -1.3450
H -0.0039 1.2947 -2.6865
H 1.0083 1.8429 -1.2722
H 1.3945 0.3483 -2.1327
H 0.1691 -0.8450 -0.6068
H -0.3024 0.6756 0.2288
H -2.2467 -0.7172 -0.3739
H -2.0616 -0.4361 -3.3979
H -0.8397 -1.4960 -2.6366
H -2.5352 -1.8445 -2.3168
H -4.9441 1.9432 -2.4415
H -4.2958 0.3285 -3.0226
H -5.7460 1.1789 -0.4114
H -4.6880 -0.3290 -0.4335
H -6.9479 -0.8163 -0.7398
H -6.0830 -1.2631 -2.0159
O 5.9342 2.2155 3.4390
C 4.7718 2.2053 3.0809
C 4.0669 3.4053 2.6420
C 2.7818 3.3397 2.2750
O 2.1101 4.4217 1.8661
C 2.0234 2.0493 2.3025
O 0.8513 2.0457 1.9762
C 2.7327 0.8442 2.7181
C 4.0213 0.9081 3.0825
O 4.6958 -0.1737 3.4659
H 4.6238 4.3318 2.6286
H 1.2070 4.1101 1.6616
H 2.1789 -0.0846 2.7168
H 5.5965 0.1406 3.6757
O -0.8907 -0.7825 -9.7952
C -1.4061 -1.1309 -8.7507
C -2.4304 -2.1690 -8.6804
C -2.9763 -2.5023 -7.5063
O -3.9157 -3.4515 -7.4098
C -2.5672 -1.8310 -6.2324
O -3.1094 -2.1598 -5.1922
C -1.5258 -0.8095 -6.2993
C -0.9772 -0.4784 -7.4735
O -0.0202 0.4512 -7.5667
H -2.7195 -2.6453 -9.6068
H -4.1443 -3.4996 -6.4617
H -1.2247 -0.3433 -5.3723
H 0.2037 0.5043 -8.5159
O 2.7063 0.8921 7.1860
C 3.0444 -0.2286 7.5170
C 2.6221 -0.8457 8.7711
C 3.0374 -2.0755 9.0929
O 2.6661 -2.6695 10.2338
C 3.9426 -2.8570 8.1928
O 4.3077 -3.9646 8.5378
C 4.3457 -2.2490 6.9278
C 3.9278 -1.0209 6.6048
O 4.2792 -0.4359 5.4473
H 1.9700 -0.2705 9.4136
H 3.0996 -3.5445 10.2279
H 4.9856 -2.8303 6.2783
H 3.8477 0.4403 5.4643
```

Summary:
frontier orbital gap = 6.4 eV
largest force on an atom = 3.929 eV/Å
charge = 0

Results of the Löwdin charge analysis, in e, for atoms 1 through 4: atom 1 (C): -0.107, atom 2 (C): -0.270, atom 3 (C): -0.501, atom 4 (C): -0.120

Entry 3:
Density functional theory data (ωB97M-V/def2-TZVPD) for a molecular structure, C30H33AsCl2N6OPdS.

Structure (XYZ):
```
75
C30H33AsCl2N6OPdS | the Open Molecules 2025 dataset | ωB97M-V/def2-TZVPD
Pd -0.6924 -0.0019 -1.0069
N 1.8807 -0.1607 -2.7088
C 2.2430 -0.2260 -1.4176
N 3.5275 -0.3481 -1.1441
C 3.8382 -0.4169 0.1522
N 5.1157 -0.5483 0.4854
N 2.9396 -0.3530 1.1642
C 1.6881 -0.2434 0.8118
N 1.2668 -0.1972 -0.4700
C 0.6830 -0.1642 1.9158
C 1.1051 -0.3120 3.2301
C 0.1634 -0.2086 4.2415
C -1.1557 0.0453 3.9051
C -1.4836 0.1774 2.5640
N -0.5891 0.0714 1.5846
H 2.6231 -0.0920 -3.3868
H 0.9642 0.1754 -2.9570
H 5.8166 -0.6144 -0.2331
H 5.3755 -0.6078 1.4547
H 2.1474 -0.4989 3.4387
H 0.4575 -0.3216 5.2762
H -1.9212 0.1418 4.6622
H -2.5026 0.3895 2.2639
Cl -2.8385 0.1925 -2.0311
C -4.0709 0.5550 -0.7584
Cl -3.6719 1.9901 0.1522
H -4.1155 -0.3052 -0.1007
H -4.9970 0.7012 -1.3033
O -0.4077 2.0879 -1.1765
S -0.3662 2.9974 0.0641
C -0.5799 4.6232 -0.6017
C -0.2409 4.9135 -1.9162
C -0.4159 6.2085 -2.3718
C -0.9162 7.1882 -1.5199
C -1.2572 6.8798 -0.2117
C -1.0977 5.5827 0.2556
C 1.3408 3.0229 0.5657
C 1.5991 3.0465 1.9278
C 2.9179 3.0766 2.3629
C 3.9501 3.0695 1.4373
C 3.6761 3.0346 0.0725
C 2.3651 3.0155 -0.3723
H 0.1307 4.1382 -2.5723
H -0.1640 6.4579 -3.3934
H -1.0484 8.1977 -1.8849
H -1.6566 7.6425 0.4422
H -1.3722 5.3252 1.2718
H 0.7823 3.0435 2.6406
H 3.1359 3.1069 3.4219
H 4.9768 3.1005 1.7775
H 4.4871 3.0371 -0.6439
H 2.1356 2.9984 -1.4306
C 0.6624 -3.2738 -0.2811
As -0.8152 -2.3577 -1.1074
C -0.8382 -3.0041 -2.9215
C -2.4199 -3.0515 -0.2391
C -2.4435 -4.5533 -0.2596
C -3.0012 -5.2332 -1.3393
C -3.0005 -6.6196 -1.3711
C -2.4415 -7.3383 -0.3236
C -1.8913 -6.6677 0.7598
C -1.8920 -5.2813 0.7916
H 0.4743 -4.3448 -0.3429
H 0.7523 -2.9799 0.7636
H 1.5797 -3.0322 -0.8158
H -0.9257 -4.0896 -2.9146
H 0.0930 -2.7089 -3.4021
H -1.6799 -2.5697 -3.4580
H -3.2701 -2.6294 -0.7764
H -2.4157 -2.6550 0.7779
H -3.4566 -4.6775 -2.1520
H -3.4463 -7.1392 -2.2085
H -2.4463 -8.4194 -0.3456
H -1.4714 -7.2253 1.5862
H -1.4781 -4.7627 1.6499
```

Summary:
frontier orbital gap = 7.5 eV
largest force on an atom = 0.111 eV/Å
charge = +2
energy relative to the best compared isomer or geometry (same formula, charge and spin) = 12.4 kcal/mol

Results of the Löwdin charge analysis, in e, for atoms 1 through 4: atom 1 (Pd): 0.525, atom 2 (N): 0.191, atom 3 (C): -0.456, atom 4 (N): 0.201

Entry 4:
Density functional theory data (ωB97M-V/def2-TZVPD) for a molecular structure, C24H29BrCoN8O5S.

Structure (XYZ):
```
69
C24H29BrCoN8O5S | the Open Molecules 2025 dataset | ωB97M-V/def2-TZVPD
Co 1.2865 -1.1881 0.0198
N -1.8397 3.8468 4.0824
C -1.0502 2.7237 3.9065
C 0.3166 2.7641 4.1893
C 1.0982 1.6324 4.0363
C 0.5211 0.4446 3.6081
C -0.8424 0.3854 3.3416
C -1.6187 1.5182 3.4799
S 1.5347 -0.9713 3.3668
O 1.3538 -1.8898 4.4450
O 2.8712 -0.4551 3.1214
N 1.0609 -1.5980 1.9614
C 0.0981 -2.5530 1.8023
N 0.0675 -2.9295 0.5049
C -0.7923 -3.8740 0.1498
C -1.6375 -4.4628 1.0681
C -1.5790 -3.9523 2.3595
N -0.7417 -2.9958 2.7397
H -1.3807 4.7390 4.1301
H -2.7426 3.8584 3.6425
H 0.7662 3.6921 4.5239
H 2.1626 1.6689 4.2261
H -1.2916 -0.5447 3.0162
H -2.6803 1.4770 3.2616
H -0.7977 -4.1543 -0.8985
H -2.3209 -5.2507 0.7910
H -2.2545 -4.3176 3.1262
C 4.2891 0.1875 -0.1484
O 3.2937 -0.6551 0.4207
H 5.2633 -0.3020 -0.1393
H 4.3524 1.1302 0.3988
H 4.0033 0.3877 -1.1793
H 3.3527 -0.6267 1.4007
C -3.8537 0.5030 -0.6726
C -2.9786 -0.5896 -1.2461
N -1.7366 -0.6061 -0.4967
C -1.0509 0.5476 -0.2212
N 0.1970 0.4594 0.1158
C 0.9562 1.6819 0.3577
C 0.3934 2.8399 -0.4395
C -1.0642 2.9886 -0.0694
N -1.7556 1.7153 -0.2507
C -3.1076 1.8133 -0.7886
H -4.0667 0.2809 0.3756
H -4.7992 0.5720 -1.2104
H -2.7979 -0.4097 -2.3126
H -3.4483 -1.5673 -1.1400
H -1.1137 -1.3734 -0.6949
H 1.9894 1.4951 0.0691
H 0.9605 1.9236 1.4243
H 0.4762 2.6124 -1.5053
H 0.9361 3.7624 -0.2297
H -1.5572 3.7255 -0.7061
H -1.1640 3.3209 0.9703
H -3.0616 2.1219 -1.8405
H -3.6258 2.6029 -0.2402
Br 1.0130 -0.3946 -8.1761
C 1.5326 -1.1691 -6.5313
C 2.3826 -2.2642 -6.5306
N 2.7863 -2.8542 -5.4084
C 2.3456 -2.3549 -4.2529
C 1.4889 -1.2642 -4.1648
C 1.0712 -0.6556 -5.3378
C 0.9891 -0.7341 -2.8388
O 0.1837 0.1875 -2.8338
O 1.5230 -1.3293 -1.8261
H 2.7469 -2.6753 -7.4646
H 2.6854 -2.8407 -3.3478
H 0.4025 0.1930 -5.2907
```

Summary:
frontier orbital gap (alpha / beta) = 8.8 / 8.6 eV
largest force on an atom = 0.656 eV/Å
charge = 0
energy relative to the best compared isomer or geometry (same formula, charge and spin) = 1.9 kcal/mol
multiplicity = 2

Results of the Löwdin charge analysis, in e, for atoms 1 through 4: atom 1 (Co): 0.611, atom 2 (N): 0.106, atom 3 (C): -0.334, atom 4 (C): -0.031

Entry 5:
Density functional theory data (ωB97M-V/def2-TZVPD) for a molecular structure, C14H46BO7Sr at a distorted geometry.

Structure (XYZ):
```
69
C14H46BO7Sr | the Open Molecules 2025 dataset | ωB97M-V/def2-TZVPD
Sr -4.9342 9.2600 -22.9386
B -2.2898 9.1575 -23.1955
H -2.8581 8.6174 -23.9368
H -1.2364 8.9330 -23.2605
H -2.3390 10.2206 -23.3733
H -2.6927 8.9445 -22.2175
C -0.6665 12.3175 -27.3472
C -0.4261 11.3974 -26.0944
O -1.6378 11.5044 -25.3095
H -0.6048 13.3441 -26.9860
H -1.6448 12.0136 -27.7196
H 0.0929 12.1106 -28.1012
H 0.4404 11.6859 -25.4992
H -0.2046 10.3410 -26.2461
H -1.5404 10.9782 -24.5125
C -6.1266 13.2670 -24.5959
C -4.6353 12.7782 -24.7440
O -4.4556 11.4712 -24.3600
H -6.2202 14.1481 -25.2308
H -6.4197 13.3986 -23.5544
H -6.8322 12.5217 -24.9631
H -3.9913 13.4482 -24.1744
H -4.3051 12.7835 -25.7827
H -3.6122 11.3223 -24.7936
C -5.5954 4.7364 -24.3369
C -5.1175 5.7167 -23.2653
O -4.3751 6.7902 -23.7918
H -6.4105 5.1279 -24.9456
H -5.9726 3.8079 -23.9084
H -4.7844 4.4910 -25.0225
H -4.4399 5.1522 -22.6248
H -5.9844 6.0727 -22.7086
H -3.6499 6.3070 -24.1945
C -3.7068 10.5120 -19.5892
C -4.3865 11.6658 -20.2674
O -5.3877 11.1205 -21.0544
H -2.7358 10.6656 -19.1184
H -3.4961 9.6694 -20.2477
H -4.3074 10.3395 -18.6961
H -3.5386 12.0688 -20.8213
H -4.7206 12.2980 -19.4447
H -6.0808 10.9352 -20.4165
C -0.0480 6.6413 -26.5487
C -0.0741 6.7115 -25.0028
O -1.4035 6.6842 -24.5412
H 0.6235 5.8352 -26.8444
H 0.3269 7.6234 -26.8370
H -1.0037 6.4531 -27.0378
H 0.3704 7.5898 -24.5347
H 0.3577 5.8612 -24.4751
H -1.5804 7.5091 -24.0831
C 1.6939 9.9127 -22.0367
C 1.0712 10.7837 -23.0999
O -0.2024 11.2753 -22.7133
H 2.6358 9.5614 -22.4579
H 1.0520 9.0827 -21.7414
H 1.9334 10.4577 -21.1236
H 1.0971 10.2452 -24.0472
H 1.7502 11.6238 -23.2461
H -0.7868 10.5343 -22.5371
C -3.8233 7.5491 -27.1329
C -4.0940 8.9456 -26.6350
O -5.2547 8.9391 -25.7214
H -3.3300 7.0303 -26.3110
H -2.9501 7.6136 -27.7821
H -4.6504 7.0106 -27.5956
H -4.4630 9.6399 -27.3899
H -3.2001 9.4550 -26.2751
H -6.1162 8.9604 -26.1443
```

Summary:
frontier orbital gap (alpha / beta) = 9.1 / 3.4 eV
largest force on an atom = 4.163 eV/Å
charge = +2
multiplicity = 2

Results of the Löwdin charge analysis, in e, for atoms 1 through 4: atom 1 (Sr): 1.653, atom 2 (B): -0.454, atom 3 (H): -0.052, atom 4 (H): 0.004

Entry 6:
Density functional theory data (ωB97M-V/def2-TZVPD) for 21 unconnected molecules or ions with the total composition C21H84N42O21 at a distorted geometry.

Structure (XYZ):
```
168
C21H84N42O21 | the Open Molecules 2025 dataset | ωB97M-V/def2-TZVPD
C -4.6817 2.7102 5.6270
O -4.0575 3.5570 5.0369
N -4.3454 1.4363 5.6696
N -5.8093 2.8951 6.3289
H -4.9102 0.7677 6.1736
H -3.6251 1.1024 5.0453
H -6.2523 3.7981 6.2372
H -6.2862 2.2147 6.9030
C -3.5075 -0.1372 -2.0179
O -4.3324 -0.8232 -1.5291
N -3.5129 1.1313 -1.9568
N -2.4832 -0.6296 -2.7068
H -2.7880 1.6398 -2.4426
H -4.2473 1.6271 -1.4721
H -2.3870 -1.6268 -2.8356
H -1.7021 0.0093 -2.6644
C 2.8154 -4.9939 -4.8862
O 3.8184 -4.4276 -4.4901
N 2.3623 -5.1199 -6.1219
N 2.1285 -5.7373 -4.0374
H 1.4616 -5.5556 -5.9841
H 2.9254 -4.9941 -6.9509
H 1.3552 -6.2553 -4.4294
H 2.3096 -5.7186 -3.0439
C 3.3515 0.0480 0.8042
O 3.9824 -1.0088 0.6741
N 3.1119 0.9278 -0.1340
N 3.0246 0.4761 1.9621
H 3.2170 0.6922 -1.1105
H 2.3996 1.5685 0.1856
H 2.3916 1.2541 2.0811
H 3.1041 -0.2093 2.6997
C 2.4131 -4.1671 -0.7334
O 1.8323 -5.1819 -0.9014
N 2.7598 -3.7746 0.4066
N 2.8737 -3.3778 -1.6824
H 3.3050 -2.9335 0.5303
H 2.4097 -4.1974 1.2544
H 2.6313 -3.3727 -2.6629
H 3.6926 -2.8187 -1.4907
C 0.7405 -3.9376 3.2396
O 1.4215 -2.8806 3.0942
N 1.2530 -5.0688 3.5936
N -0.5643 -3.9700 3.0772
H 0.6953 -5.8948 3.7572
H 2.2263 -5.0028 3.8552
H -0.7502 -4.9582 2.9826
H -1.0403 -3.2511 2.5511
C -1.2416 4.0518 0.5168
O -1.6766 4.1419 -0.6563
N -2.0165 3.7118 1.4698
N -0.0098 4.3883 0.8913
H -1.5363 3.3720 2.2908
H -3.0251 3.6687 1.4360
H 0.5452 4.5109 0.0564
H 0.3643 3.8265 1.6427
C -0.3237 -0.9208 0.4029
O -0.3918 -1.4043 1.5025
N -0.6236 0.3596 0.0457
N 0.0560 -1.5374 -0.6716
H -1.2191 0.8354 0.7083
H -0.3696 0.7139 -0.8654
H 0.4070 -2.4685 -0.4990
H 0.2500 -1.0006 -1.5048
C 3.5722 -0.0701 4.9252
O 4.6163 -0.5455 4.6095
N 3.3708 1.1498 5.3204
N 2.5064 -0.6536 4.7994
H 4.1080 1.8043 5.5401
H 2.4154 1.2109 5.6421
H 1.6719 -0.2022 5.1458
H 2.4563 -1.4182 4.1415
C 0.1923 1.4655 -3.6285
O 0.5208 1.0496 -2.5875
N 0.3171 2.6976 -4.0686
N -0.4408 0.8069 -4.5110
H 0.6955 3.4183 -3.4706
H 0.3506 2.6528 -5.0770
H -0.5340 1.2841 -5.3962
H -0.5255 -0.1561 -4.2184
C 3.3587 -8.1507 -0.5263
O 4.0202 -9.1888 -0.6500
N 2.1283 -7.9894 -0.8772
N 3.7192 -7.2595 0.3628
H 1.6989 -8.6436 -1.5157
H 1.6505 -7.1300 -0.6465
H 3.3646 -6.3140 0.3845
H 4.5252 -7.5642 0.8898
C 2.5583 4.2242 -2.2582
O 1.8249 4.5661 -1.3847
N 3.2285 3.1053 -2.3434
N 2.8939 5.0345 -3.2176
H 3.8431 2.9850 -3.1358
H 3.2736 2.4827 -1.5494
H 3.6934 4.7973 -3.7873
H 2.1979 5.7550 -3.3465
C -2.4415 0.3028 -7.0129
O -1.6419 -0.6101 -7.3000
N -2.5758 1.2862 -7.8369
N -3.1604 0.3871 -5.9649
H -2.9131 2.1931 -7.5472
H -2.5229 0.8320 -8.7374
H -3.6230 1.2835 -5.9160
H -3.0198 -0.2529 -5.1963
C -0.7086 -2.8897 -4.4722
O -0.0127 -1.9561 -4.0768
N -1.5309 -2.7841 -5.4643
N -0.7529 -4.0609 -4.0234
H -1.5163 -1.9445 -6.0255
H -1.8399 -3.6454 -5.8918
H -0.1178 -4.4300 -3.3301
H -1.1952 -4.6911 -4.6771
C -1.2649 1.5734 3.5131
O -2.3796 1.1334 3.6262
N -0.8554 2.7875 3.8065
N -0.2304 0.8676 3.1529
H 0.1463 2.8492 3.6928
H -1.4711 3.5304 4.1050
H -0.4912 -0.0434 2.8033
H 0.5611 0.9317 3.7770
C 2.9239 3.7304 3.4921
O 2.1130 2.9457 3.0306
N 2.5587 4.6386 4.3898
N 4.0786 3.8197 3.0025
H 1.5574 4.6133 4.5197
H 3.0758 5.4887 4.5627
H 4.1912 3.2564 2.1718
H 4.6048 4.6813 3.0293
C 4.0971 -0.7650 -4.4619
O 4.5343 0.3223 -4.7266
N 2.9288 -1.0544 -4.0032
N 4.8127 -1.8184 -4.7076
H 2.7248 -2.0387 -3.9053
H 2.3746 -0.2386 -3.7855
H 4.3572 -2.7192 -4.7410
H 5.6873 -1.5585 -5.1406
C -0.4361 0.2012 6.8826
O 0.5856 0.5313 6.2447
N -1.1112 0.8437 7.6885
N -1.0388 -0.9515 6.7553
H -2.0608 0.5909 7.9220
H -0.7636 1.7870 7.7859
H -0.5058 -1.6601 6.2716
H -1.7267 -1.2083 7.4488
C -4.2103 -2.2203 2.5920
O -5.2600 -2.6991 2.7302
N -3.4303 -1.9841 3.5628
N -3.7246 -1.9274 1.3815
H -3.7371 -2.1252 4.5147
H -2.5923 -1.4246 3.4949
H -4.2547 -2.4010 0.6640
H -2.7765 -1.5911 1.2920
C -5.3119 2.4419 1.0354
O -5.6982 2.9452 0.0323
N -4.7246 1.2571 1.1905
N -5.5199 2.9075 2.1971
H -4.5321 0.7205 0.3567
H -4.3379 0.9394 2.0678
H -6.1343 3.6949 2.0470
H -5.1826 2.5606 3.0836
C -0.7673 6.7375 -3.1901
O 0.3809 6.2646 -3.2019
N -1.7103 6.2469 -2.4381
N -1.0383 7.7702 -3.8353
H -1.6807 5.4371 -1.8352
H -2.6021 6.7040 -2.3121
H -1.9430 8.1019 -3.5325
H -0.4073 8.2715 -4.4441
```

Summary:
frontier orbital gap = 8.5 eV
largest force on an atom = 10.365 eV/Å
charge = 0
energy relative to the best compared isomer or geometry (same formula, charge and spin) = 294.7 kcal/mol

Results of the Löwdin charge analysis, in e, for atoms 1 through 4: atom 1 (C): -0.764, atom 2 (O): 0.037, atom 3 (N): 0.163, atom 4 (N): 0.151